Molecular formula: C20H32Al2BBr2CaCl4F6IN3O7
Method: DFT, wB97M-V/def2-TZVPD

Output
HOMO level (eV): -7.85
Gap between HOMO and LUMO (eV): 1.2

ORCA input file:
```
! wB97M-V def2-TZVPD RIJCOSX def2/J DEFGRID3
* xyz 1 1
C 0.2446 0.6919 -2.2966
C 1.6031 0.8656 -1.3413
C 2.8713 0.4172 -2.3025
I 3.1095 -1.7695 -2.4160
B 4.3066 1.1063 -1.8892
F 4.5851 1.8029 -0.5767
C 5.5835 1.0177 -2.9350
C 5.2451 1.4907 -4.4678
O 6.1131 1.0677 -5.4284
F 4.0649 2.2894 -4.8865
H -0.6451 1.2984 -1.8373
H 0.4235 1.1086 -3.3957
H -0.0247 -0.4637 -2.3593
H 1.6997 1.9765 -0.9428
H 1.4333 0.1365 -0.4305
H 2.6114 0.7781 -3.3851
H 5.8769 -0.1374 -2.9997
H 6.5299 1.6068 -2.5556
Ca 1.8852 -3.8009 -1.4528
F -0.2596 -5.7121 3.7887
Al -0.8941 -4.3575 2.7859
F -0.9281 -2.8482 3.7680
F -2.5620 -4.7508 2.2317
F 0.1731 -4.1187 1.3550
C -5.6309 -5.2910 -0.3433
C -4.3237 -4.7544 -0.7574
N -3.2909 -4.3304 -1.0846
H -5.9278 -4.9171 0.6423
H -6.4232 -5.0136 -1.0466
H -5.6190 -6.3844 -0.2843
O -3.6975 -2.7269 -5.9117
C -2.7404 -3.6656 -5.9366
C -2.3739 -4.0901 -4.4367
O -1.4053 -5.0164 -4.4614
H -1.7823 -3.3916 -6.4118
H -2.9772 -4.6080 -6.4613
H -3.3316 -4.3788 -3.9690
H -2.1527 -3.1473 -3.9060
C 5.4393 4.9466 -2.6735
Cl 5.6725 3.6810 -3.9058
Cl 3.8062 4.8024 -1.9757
Cl 6.6548 4.7524 -1.3853
Cl 5.6237 6.5506 -3.4271
Al -6.9177 -5.8779 1.4169
N -0.5842 -0.1878 8.2693
C -0.3332 0.7341 7.2866
C -0.3392 0.0780 6.0760
C -0.6092 -1.2866 6.3372
C -0.7590 -1.4219 7.6993
H -0.6336 0.0116 9.2600
H -0.1707 1.7750 7.5324
H -0.1689 0.5333 5.1090
H -0.6867 -2.0845 5.6100
H -0.9732 -2.2887 8.3101
C -3.4384 1.5430 -1.7288
O -2.6331 0.7824 -1.2072
N -3.9270 1.4331 -3.0134
C -4.8807 2.3773 -3.5576
C -3.4728 0.3390 -3.8464
H -3.8488 2.4091 -1.1836
H -5.7888 1.8382 -3.8422
H -4.4434 2.8522 -4.4405
H -5.1352 3.1474 -2.8245
H -3.7247 -0.6076 -3.3591
H -2.3858 0.4015 -3.9545
H -3.9441 0.3828 -4.8319
C 5.7267 4.9094 -7.8216
O 4.8559 4.3293 -8.5137
O 6.0503 4.1789 -6.7641
O 6.3042 6.0098 -7.9679
H 5.4201 3.4780 -7.0273
Br -1.4567 0.9269 11.4791
C 0.2489 1.8197 11.1656
C 0.7664 2.4696 12.4276
Br -0.1865 4.1283 12.8098
H 0.0933 2.5264 10.3455
H 0.9269 1.0284 10.8335
H 1.8125 2.7638 12.3088
H 0.6704 1.8354 13.3131
*
```